a.
Formula: C12H22N2
Source: the OMol25 dataset
Level of theory: ωB97M-V/def2-TZVPD

The value obtained for the highest occupied orbital energy (spin up / spin down) is -16.982 / -16.983 eV. Its charge is +2.

Geometry (Å):
C: 0.87648 0.21340 0.14698
C: -0.49649 0.57290 0.00000
C: -3.52639 -1.63421 0.25535
C: -2.39378 -2.55085 -0.24270
C: -2.87994 -0.21293 0.10253
C: -1.21659 -1.73201 -0.25095
C: -1.32818 2.73904 0.66962
C: 0.34918 2.47962 -1.24191
C: 3.32210 -1.93340 -0.50648
C: 3.47324 0.02301 1.18356
C: -0.87453 1.91158 -0.52936
C: 3.12890 -0.40058 -0.23155
N: 1.81127 -0.10194 -0.58300
N: -1.43381 -0.44295 0.11955
H: 1.06268 0.23927 1.27271
H: -4.49715 -1.71603 -0.22939
H: -3.78001 -1.83413 1.25113
H: -2.00137 -3.47361 0.40599
H: -2.69668 -3.10215 -1.14886
H: -3.09633 0.34730 -0.71681
H: -3.25519 0.47191 0.88827
H: -0.17491 -1.99953 -0.45585
H: -0.57896 2.75011 1.47201
H: -2.21666 2.50562 1.23168
H: -1.57186 3.68667 0.25949
H: 0.92142 2.75357 -0.40365
H: -0.14795 3.08789 -1.91203
H: 0.92748 1.84118 -1.80728
H: 4.39141 -2.20082 -0.60934
H: 2.74475 -2.36427 0.27984
H: 2.63843 -2.02858 -1.51806
H: 4.43676 -0.37407 1.54390
H: 2.77833 -0.63869 1.89302
H: 3.30224 1.09858 1.48818
H: -1.73782 1.82755 -1.26915
H: 3.73992 0.19156 -0.80746



b.
Formula: C12H22N2
Source: the OMol25 dataset
Level of theory: ωB97M-V/def2-TZVPD

The value obtained for the highest occupied orbital energy is -16.943 eV. Its charge is +2.

Geometry (Å):
C: -3.10895 0.96498 -1.17322
C: -2.11739 1.43349 -0.09729
C: -2.70684 0.95719 1.27513
C: -0.94168 0.63812 -0.31742
C: 0.31319 1.12409 -0.17914
N: 1.28451 0.11303 -0.29306
C: 2.72223 0.25015 -0.13074
C: 3.09786 0.87429 1.27511
C: 3.34520 1.39295 -0.99038
C: 0.68924 -0.99900 -0.63135
C: 1.13390 -2.31959 -0.24844
C: -0.28177 -2.98751 0.28437
N: -1.41109 -1.96504 0.08982
C: -0.88187 -0.87073 -0.70996
H: -3.70587 0.14694 -0.91929
H: -2.50873 0.78013 -2.03976
H: -3.92204 1.67165 -1.35881
H: -1.96327 2.44318 -0.01030
H: -3.28830 -0.06545 1.21416
H: -3.39246 1.62328 1.54656
H: -1.85173 0.95228 1.95431
H: 0.69541 2.07877 0.01652
H: 3.30646 -0.59155 -0.43348
H: 4.07532 0.66972 1.44868
H: 2.97972 2.03287 1.29822
H: 2.34496 0.43516 1.91582
H: 2.72178 2.20255 -0.90159
H: 3.27291 1.10036 -2.11875
H: 4.44385 1.42912 -0.74716
H: 1.53542 -2.84058 -1.14463
H: 1.95191 -2.33562 0.51887
H: -0.64128 -3.99879 -0.10763
H: -0.00776 -3.09123 1.40197
H: -2.09193 -2.55715 -0.40965
H: -1.69677 -1.52077 0.92616
H: -1.11849 -0.84671 -1.71604



Best to worst by energy: b, a.



a.
Formula: C2H8NO
Source: the OMol25 dataset
Level of theory: ωB97M-V/def2-TZVPD

The value obtained for the highest occupied orbital energy is -16.555 eV. Its charge is +1.

Geometry (Å):
C: -1.54877 0.05474 0.02570
N: -0.14115 0.33975 0.26901
C: 0.91633 -0.32081 -0.49430
O: 2.12191 0.16356 -0.05509
H: -1.88283 0.79315 -0.68497
H: -1.59702 -1.04500 -0.42248
H: -2.21294 0.17164 0.82051
H: -0.02627 -0.11246 1.21872
H: 0.20847 1.27309 0.42892
H: 0.94570 -1.41880 -0.50684
H: 0.93955 0.05527 -1.48777
H: 2.27703 0.04589 0.88860



b.
Formula: C2H8NO
Source: the OMol25 dataset
Level of theory: ωB97M-V/def2-TZVPD

The value obtained for the highest occupied orbital energy is -10.056 eV. Its charge is +1.

Geometry (Å):
C: -1.21167 -1.25527 0.35868
C: -0.11554 -2.41741 -1.50237
N: -0.40293 -1.43360 -0.63890
H: 8.60693 13.53126 2.08034
H: -1.64345 -0.21993 0.23945
H: -1.22466 -1.78455 1.40170
H: -0.85003 -3.23991 -1.57006
H: 7.16274 15.47471 0.46302
H: -0.15248 -1.78381 -2.54351
H: -3.89846 -5.85100 -0.05917
H: -3.16698 -5.32342 1.32516
O: -3.10348 -5.69709 0.44565



c.
Formula: C2H8NO
Source: the OMol25 dataset
Level of theory: ωB97M-V/def2-TZVPD

The value obtained for the highest occupied orbital energy is -16.878 eV. Its charge is +1.

Geometry (Å):
O: -1.45154 0.02081 -1.66918
H: -0.66228 0.31527 -0.26477
H: -2.02379 -0.73192 -1.85287
H: -1.81016 0.79179 -2.12052
C: 0.86127 -1.03581 0.38102
C: 0.39861 1.16931 1.22421
N: 0.06767 0.19344 0.48920
H: 1.53620 -0.94109 -0.46250
H: 0.26232 -1.93998 0.35677
H: 1.45701 -1.08106 1.29144
H: -0.02315 2.13303 0.95508
H: 1.38783 1.10620 1.67213



Best to worst by energy: c, a, b.